Record 1
This record from the OMol25 dataset describes 7 unconnected molecules or ions with the total composition C44H40F48O7P. The level of theory is the ωB97M-V functional and the def2-TZVPD basis.

Element x y z (Å)
C -5.832 0.125 -1.324
C -6.542 -1.067 -1.434
C -7.184 -1.398 -2.621
C -7.120 -0.541 -3.713
C -7.858 -0.910 -4.983
P -6.791 -1.220 -6.423
C -5.026 -0.853 -6.232
O -4.520 -0.823 -7.548
C -3.683 0.278 -7.786
C -2.399 0.272 -7.266
C -1.581 1.377 -7.485
C -2.049 2.456 -8.222
C -3.332 2.434 -8.755
C -4.165 1.337 -8.532
C -6.419 0.660 -3.596
C -5.776 0.988 -2.409
H -5.351 0.384 -0.388
H -6.601 -1.735 -0.585
H -7.737 -2.329 -2.689
H -8.413 -1.839 -4.824
H -8.590 -0.150 -5.271
H -6.934 -2.544 -6.834
H -7.232 -0.468 -7.510
H -4.541 -1.639 -5.642
H -4.893 0.098 -5.712
H -2.038 -0.578 -6.698
H -0.588 1.401 -7.056
H -1.411 3.317 -8.379
H -3.706 3.264 -9.342
H -5.167 1.299 -8.946
H -6.397 1.375 -4.415
H -5.240 1.926 -2.337
C 3.663 -0.968 -4.609
C 3.769 -1.681 -3.255
C 2.887 -2.913 -3.029
F 1.580 -2.583 -3.080
F 3.152 -3.409 -1.801
F 3.606 -0.804 -2.248
F 5.048 -2.162 -3.194
O 2.849 0.190 -4.651
C 1.522 0.139 -4.933
C 0.669 0.722 -3.800
F 0.873 0.033 -2.663
F -0.639 0.604 -4.145
F 1.106 -1.096 -5.269
F 1.296 0.937 -6.011
H 4.667 -0.595 -4.805
H 3.415 -1.669 -5.406
H 3.100 -3.681 -3.776
H 0.916 1.772 -3.644
C -7.225 3.113 3.146
C -6.664 1.958 2.308
C -6.472 0.607 3.001
F -5.573 0.690 3.997
F -5.997 -0.273 2.080
F -5.519 2.328 1.693
F -7.593 1.716 1.332
O -6.291 4.033 3.668
C -5.714 3.860 4.896
C -4.183 3.796 4.796
F -3.807 2.782 3.991
F -3.678 3.577 6.027
F -6.208 2.790 5.542
F -5.999 4.951 5.639
H -7.819 3.698 2.445
H -7.904 2.742 3.914
H -7.417 0.231 3.390
H -3.797 4.738 4.401
C 8.751 -0.778 0.778
C 9.349 -1.840 1.708
C 10.722 -2.418 1.350
F 10.678 -3.069 0.174
F 11.074 -3.300 2.314
F 8.466 -2.837 1.917
F 9.551 -1.208 2.907
O 7.785 -1.217 -0.156
C 8.122 -1.643 -1.408
C 7.656 -3.086 -1.657
F 8.231 -3.909 -0.759
F 8.051 -3.459 -2.895
F 9.436 -1.510 -1.658
F 7.467 -0.857 -2.295
H 8.198 -0.114 1.441
H 9.535 -0.186 0.306
H 11.473 -1.626 1.303
H 6.572 -3.165 -1.578
C 7.819 -2.691 6.892
C 8.829 -1.542 6.775
C 10.170 -1.849 6.104
F 10.860 -2.772 6.802
F 10.902 -0.712 6.063
F 9.030 -0.968 7.977
F 8.238 -0.615 5.960
O 7.753 -3.362 8.134
C 8.517 -4.459 8.409
C 9.413 -4.234 9.635
F 10.234 -3.187 9.432
F 10.164 -5.339 9.829
F 9.232 -4.863 7.346
F 7.676 -5.468 8.737
H 6.847 -2.210 6.796
H 7.921 -3.387 6.058
H 10.015 -2.204 5.083
H 8.796 -4.050 10.517
C -4.943 -3.219 5.617
C -4.595 -4.013 6.883
C -5.159 -5.433 7.003
F -6.507 -5.408 7.017
F -4.730 -5.972 8.162
F -4.903 -3.299 7.980
F -3.239 -4.179 6.849
O -6.004 -2.288 5.723
C -7.297 -2.617 5.470
C -8.204 -2.365 6.683
F -7.800 -3.105 7.727
F -9.465 -2.725 6.356
F -7.438 -3.864 4.996
F -7.741 -1.772 4.490
H -4.066 -2.602 5.428
H -5.067 -3.880 4.759
H -4.816 -6.055 6.172
H -8.182 -1.307 6.951
C 2.099 6.972 -3.405
C 1.249 8.212 -3.711
C -0.149 8.283 -3.088
F -0.921 7.268 -3.531
F -0.728 9.445 -3.452
F 1.171 8.409 -5.041
F 1.926 9.263 -3.164
O 2.122 5.955 -4.393
C 1.230 4.932 -4.415
C 0.444 4.898 -5.733
F -0.226 6.050 -5.902
F -0.464 3.890 -5.678
F 0.400 4.933 -3.357
F 1.939 3.771 -4.355
H 3.123 7.338 -3.379
H 1.872 6.572 -2.416
H -0.086 8.242 -1.997
H 1.118 4.739 -6.577

Atoms 1-3, force components in eV/Å:
C -0.12 -0.15 0.04
C 0.05 0.11 0.03
C 0.18 -0.06 0.09

The calculation puts the lowest unoccupied orbital energy at -2.839 eV. For the largest force on an atom, the calculation gives 0.6 eV/A. The charge is +1. The value obtained for the orbital gap is 9.1 eV. The value obtained for the HOMO energy is -11.964 eV. The value obtained for the total energy is -7362.01883 hartree.

Record 2
This record from the OMol25 dataset describes a molecular structure, C44H41Cl2N4OS3V. The level of theory is the ωB97M-V functional and the def2-TZVPD basis.

Element x y z (Å)
V 0.079 -0.094 -0.623
S -2.919 -1.849 -1.331
C -2.713 -0.844 0.061
N -3.242 -1.253 1.269
C -3.847 -0.238 2.103
C -2.828 0.823 2.443
N -2.074 1.189 1.274
C -1.191 2.308 1.466
C -1.902 3.638 1.606
C -1.401 4.628 2.444
C -2.035 5.859 2.548
C -3.186 6.111 1.815
C -3.693 5.127 0.977
C -3.054 3.899 0.872
C -2.089 0.417 0.065
S -1.649 1.225 -1.449
C -3.531 -2.644 1.561
C -5.009 -2.964 1.631
C -5.882 -2.491 0.653
C -7.234 -2.794 0.714
C -7.734 -3.575 1.748
C -6.873 -4.049 2.725
C -5.519 -3.741 2.666
H -4.204 -0.702 3.023
H -4.714 0.203 1.596
H -2.163 0.447 3.238
H -3.344 1.707 2.849
H -0.516 2.366 0.618
H -0.563 2.147 2.356
H -0.504 4.429 3.021
H -1.634 6.619 3.207
H -3.686 7.068 1.897
H -4.589 5.318 0.399
H -3.444 3.129 0.217
H -3.051 -2.914 2.507
H -3.064 -3.234 0.772
H -5.479 -1.903 -0.163
H -7.901 -2.422 -0.054
H -8.791 -3.809 1.792
H -7.254 -4.655 3.538
H -4.846 -4.105 3.435
N 0.166 -1.595 -2.105
C 1.101 -2.672 -2.007
C 1.861 -2.982 -3.129
C 2.810 -3.989 -3.081
C 2.997 -4.690 -1.903
C 2.240 -4.373 -0.787
C 1.269 -3.366 -0.803
C 0.587 -2.998 0.467
C 0.438 -3.995 1.445
C 0.052 -3.684 2.738
C -0.182 -2.358 3.072
C -0.111 -1.389 2.086
C 0.228 -1.669 0.756
H 0.196 -1.192 -3.038
H -0.817 -1.917 -1.953
H 1.707 -2.407 -4.035
H 3.407 -4.214 -3.957
H 3.747 -5.469 -1.842
H 2.440 -4.889 0.142
H 0.629 -5.030 1.190
H -0.057 -4.469 3.477
H -0.448 -2.087 4.089
H -0.335 -0.361 2.359
C 7.146 1.552 -2.124
C 5.710 1.489 -2.568
C 5.245 0.427 -3.336
C 3.904 0.320 -3.679
C 3.018 1.289 -3.251
C 3.460 2.367 -2.494
C 4.802 2.465 -2.165
S 1.271 1.035 -3.545
C 0.897 2.621 -4.313
O 1.159 0.011 -4.633
H 7.803 1.065 -2.845
H 7.266 1.046 -1.164
H 7.475 2.584 -1.996
H 5.937 -0.344 -3.655
H 3.535 -0.516 -4.262
H 2.762 3.104 -2.120
H 5.140 3.291 -1.551
H 1.583 2.801 -5.138
H 0.968 3.397 -3.553
H -0.132 2.548 -4.663
Cl 1.560 3.701 0.197
C 2.853 2.589 0.544
C 4.020 3.108 1.067
C 5.114 2.281 1.278
C 5.017 0.940 0.943
C 3.839 0.430 0.426
Cl 3.790 -1.241 -0.021
C 2.685 1.222 0.221
N 1.559 0.716 -0.328
H 4.069 4.165 1.293
H 6.033 2.679 1.689
H 5.859 0.274 1.079

Atoms 1-3, force components in eV/Å:
V 0.26 0.30 0.35
S 0.06 0.08 0.11
C -0.04 -0.26 0.00

The calculation puts the lowest unoccupied orbital energy (alpha / beta) at 2.398 / 2.401 eV. For the largest force on an atom, the calculation gives 0.6 eV/A. The energy above the lowest of the compared OMol25 structures with the same formula, charge and spin is 17.91 kcal per mole. The charge is -1. The value obtained for the orbital gap (alpha / beta) is 6.1 / 6.1 eV. The multiplicity is 2. The value obtained for the HOMO energy (alpha / beta) is -3.685 / -3.690 eV. The value obtained for the total energy is -5054.60044 hartree.

Record 3
This record from the OMol25 dataset describes a molecular structure, C44H41IN7O6Ru. The level of theory is the ωB97M-V functional and the def2-TZVPD basis.

Element x y z (Å)
Ru -1.054 -0.042 -1.465
C 3.453 2.595 2.268
C 2.957 1.160 2.252
C 3.696 0.288 3.249
O 3.103 0.600 0.957
C 1.836 0.597 0.313
C 0.896 0.397 1.511
O 1.562 1.146 2.519
C -0.620 0.748 1.488
O -1.194 -0.018 0.475
C -1.070 2.295 1.419
C -2.335 2.509 2.201
C -2.495 3.529 3.077
C -1.443 4.426 3.353
C -0.213 4.275 2.683
C -0.012 3.282 1.782
C -1.156 0.183 2.825
C -2.002 -0.918 2.830
C -2.484 -1.438 4.026
C -2.125 -0.865 5.233
C -1.281 0.239 5.236
C -0.802 0.760 4.046
C 1.929 -0.427 -0.842
O 0.794 -0.261 -1.667
C 2.049 -1.908 -0.489
C 2.448 -2.401 0.746
C 2.541 -3.771 0.965
C 2.265 -4.666 -0.055
C 1.907 -4.180 -1.307
C 1.802 -2.818 -1.518
C 3.135 0.010 -1.686
C 3.008 1.110 -2.528
C 4.087 1.562 -3.271
C 5.313 0.918 -3.178
C 5.448 -0.176 -2.337
C 4.366 -0.627 -1.595
H 4.539 2.610 2.182
H 3.161 3.080 3.200
H 3.033 3.151 1.430
H 4.724 0.140 2.921
H 3.204 -0.680 3.341
H 3.699 0.765 4.228
H 1.643 1.569 -0.167
H 0.899 -0.667 1.772
H -3.148 1.824 2.004
H -3.443 3.643 3.587
H -1.583 5.228 4.063
H 0.590 4.972 2.884
H 0.928 3.214 1.258
H -2.293 -1.373 1.894
H -3.144 -2.296 4.005
H -2.499 -1.269 6.165
H -0.997 0.703 6.172
H -0.159 1.627 4.067
H 2.716 -1.722 1.540
H 2.843 -4.134 1.940
H 2.336 -5.732 0.116
H 1.700 -4.867 -2.118
H 1.518 -2.447 -2.493
H 2.051 1.610 -2.607
H 3.972 2.417 -3.925
H 6.157 1.267 -3.759
H 6.400 -0.685 -2.256
H 4.482 -1.481 -0.940
N -0.952 0.052 -3.582
N -0.421 1.291 -4.053
C -0.427 2.329 -3.142
N -0.052 3.515 -3.624
N -0.788 2.050 -1.914
N -0.636 2.951 -0.884
O -1.591 2.610 0.065
O -0.390 4.162 -1.058
H -0.314 -0.682 -3.881
H -1.873 -0.067 -4.040
H -0.921 1.549 -4.912
H 0.339 3.565 -4.548
H 0.010 4.290 -2.981
N -2.170 -7.388 -1.262
C -2.032 -6.247 -1.280
C -1.859 -4.821 -1.299
C -1.324 -4.170 -0.189
C -1.131 -2.801 -0.221
C -1.464 -2.046 -1.347
C -2.018 -2.714 -2.438
C -2.213 -4.087 -2.427
H -1.043 -4.743 0.685
H -0.686 -2.320 0.638
H -2.335 -2.171 -3.323
H -2.640 -4.589 -3.285
I -3.447 1.264 -5.451
C -3.841 0.085 -2.746
C -5.220 -0.024 -2.833
C -5.950 -0.028 -1.662
C -5.279 0.098 -0.446
C -3.912 0.190 -0.447
N -3.193 0.176 -1.597
H -5.690 -0.090 -3.802
H -7.028 -0.118 -1.688
H -5.811 0.110 0.495
H -3.333 0.242 0.463

Atoms 1-3, force components in eV/Å:
Ru -0.07 0.06 0.05
C 0.00 -0.02 -0.01
C 0.05 0.02 0.02

The calculation puts the lowest unoccupied orbital energy (alpha / beta) at 0.298 / -1.736 eV. For the largest force on an atom, the calculation gives 0.2 eV/A. The energy above the lowest of the compared OMol25 structures with the same formula, charge and spin is 4.35 kcal per mole. The value obtained for the orbital gap (alpha / beta) is 7.9 / 6.7 eV. The multiplicity is 6. The value obtained for the HOMO energy (alpha / beta) is -7.634 / -8.400 eV. The value obtained for the total energy is -2928.33564 hartree.

Record 4
This record from the OMol25 dataset describes a molecular structure, C44H41N7NaO3P in a non-equilibrium geometry. The level of theory is the ωB97M-V functional and the def2-TZVPD basis.

Element x y z (Å)
Na 0.074 0.327 1.054
C 0.701 2.039 -3.675
C 0.737 0.760 -2.859
O -0.281 0.652 -2.043
C 1.787 -0.100 -3.064
C 2.120 -1.262 -2.270
C 3.170 -2.208 -2.816
N 1.547 -1.435 -1.131
N 1.822 -2.556 -0.380
C 1.571 -2.363 0.901
O 1.192 -1.317 1.490
C 1.960 -3.540 1.766
C 3.000 -4.394 1.404
C 3.460 -5.362 2.284
C 2.873 -5.501 3.536
C 1.830 -4.660 3.900
C 1.384 -3.679 3.027
H 1.134 2.856 -3.095
H -0.332 2.299 -3.914
H 1.264 1.926 -4.603
H 2.482 0.133 -3.864
H 2.968 -2.417 -3.870
H 3.130 -3.135 -2.249
H 4.172 -1.779 -2.724
H 3.444 -4.271 0.425
H 4.295 -5.996 2.006
H 3.231 -6.260 4.223
H 1.379 -4.759 4.881
H 0.588 -2.999 3.302
N -2.290 -2.337 -0.400
P -1.180 -0.893 -1.118
C -2.757 0.066 -1.498
C -2.858 1.370 -1.021
C -3.965 2.157 -1.310
C -5.003 1.651 -2.078
C -4.939 0.338 -2.526
C -3.833 -0.445 -2.226
C -1.151 -1.843 -2.733
C -1.439 -1.249 -3.961
C -1.366 -1.969 -5.147
C -1.002 -3.306 -5.134
C -0.694 -3.911 -3.922
C -0.761 -3.183 -2.743
C -2.292 -2.448 0.942
C -2.597 -3.653 1.630
C -2.533 -3.674 3.003
C -2.172 -2.516 3.696
C -1.927 -1.374 2.948
N -2.007 -1.321 1.626
H -2.455 -3.207 -0.885
H -2.049 1.762 -0.419
H -4.029 3.173 -0.938
H -5.861 2.268 -2.323
H -5.755 -0.073 -3.113
H -3.803 -1.469 -2.572
H -1.734 -0.209 -3.993
H -1.585 -1.476 -6.088
H -0.936 -3.871 -6.058
H -0.387 -4.951 -3.897
H -0.460 -3.647 -1.810
H -2.863 -4.543 1.071
H -2.760 -4.585 3.548
H -2.089 -2.510 4.775
H -1.673 -0.436 3.434
O 0.364 1.927 2.271
C 0.363 2.817 3.159
C 1.602 3.367 3.642
C 1.666 4.353 4.592
C 0.501 4.900 5.138
C -0.718 4.409 4.709
C -0.832 3.393 3.757
C -2.153 2.899 3.389
N -2.451 1.835 2.670
C -3.815 1.753 2.615
C -4.378 2.788 3.299
N -3.315 3.514 3.795
H 2.508 2.953 3.213
H 2.633 4.720 4.926
H 0.553 5.684 5.885
H -1.619 4.825 5.152
H -4.289 0.946 2.082
H -5.398 3.071 3.493
H -3.385 4.350 4.341
C 4.844 4.429 -2.780
C 3.942 3.617 -1.888
C 4.254 2.314 -1.526
C 3.357 1.599 -0.740
N 2.217 2.108 -0.302
C 1.921 3.358 -0.629
C 2.744 4.148 -1.420
H 5.807 3.936 -2.913
H 5.012 5.422 -2.361
H 4.379 4.547 -3.761
H 5.183 1.861 -1.851
H 3.561 0.573 -0.448
H 0.987 3.741 -0.232
H 2.456 5.160 -1.678

Atoms 1-3, force components in eV/Å:
Na -0.34 0.20 -0.57
C -0.03 -0.09 -0.09
C -0.07 -0.19 -0.06

The calculation puts the lowest unoccupied orbital energy at 3.862 eV. For the largest force on an atom, the calculation gives 1.6 eV/A. The charge is -2. The value obtained for the orbital gap is 5.1 eV. The value obtained for the HOMO energy is -1.190 eV. The value obtained for the total energy is -2814.06053 hartree.